Entry 1:
Computed, not measured: a structure of composition C42H59BrNP2PdSi at a distorted geometry, with ωB97M-V/def2-TZVPD.

Energy relative to the best compared isomer or geometry (same formula, charge and spin): 126.18 kJ/mol
Net charge: +1
Frontier orbital gap: 8.48 eV
HOMO level: -10.665 eV
LUMO energy: -2.18 eV

Last column: Löwdin charge in e.
CARTESIAN COORDINATES (ANGSTROEM)
Pd  -0.0970  -0.2184  -0.0286  0.3042
C  0.6344  1.0515  2.9129  -0.1729
Si  -0.1087  -0.5131  2.1455  0.5003
C  0.9867  -1.9483  2.6510  -0.2864
C  0.9408  -2.5804  3.8909  -0.0764
C  1.9311  -3.4769  4.2602  -0.0634
C  2.9926  -3.7239  3.4017  -0.0588
C  3.0557  -3.0970  2.1668  -0.0799
C  2.0446  -2.2223  1.7716  -0.3561
P  2.0094  -1.3230  0.1715  1.0534
C  3.6001  -0.3370  0.2584  -0.3976
C  4.9672  -0.9725  -0.0391  -0.1796
C  5.3585  -0.9809  -1.5135  -0.1941
C  5.2020  0.3929  -2.1571  -0.1892
C  3.7800  0.9006  -1.9471  -0.2096
C  3.4786  1.0112  -0.4567  -0.2214
C  1.8998  -2.7388  -1.0484  -0.3985
C  3.0388  -3.7666  -1.1143  -0.1918
C  2.7226  -4.7909  -2.2041  -0.1743
C  2.6976  -4.1614  -3.6090  -0.1779
C  2.4350  -2.6546  -3.5517  -0.1929
C  1.4243  -2.3170  -2.4607  -0.2182
C  -1.8788  -0.6685  2.7657  -0.2889
C  -2.1950  -0.5077  4.1161  -0.0861
C  -3.4982  -0.6591  4.5584  -0.0575
C  -4.5040  -0.9704  3.6506  -0.0530
C  -4.2100  -1.0978  2.3041  -0.1116
C  -2.9036  -0.9221  1.8503  -0.3548
P  -2.3944  -0.8837  0.0887  1.0599
C  -2.8496  -2.4442  -0.8066  -0.4004
C  -1.6704  -3.4219  -0.8571  -0.2262
C  -1.5212  -4.2515  0.4100  -0.1932
C  -2.7956  -5.0521  0.6544  -0.1905
C  -3.9782  -4.1025  0.8100  -0.1913
C  -4.1411  -3.1746  -0.3971  -0.1839
C  -3.3218  0.4532  -0.8173  -0.4221
C  -4.8453  0.4509  -1.0143  -0.1756
C  -5.6404  1.1216  0.1053  -0.1927
C  -5.1041  2.5176  0.4040  -0.1918
C  -3.6291  2.4410  0.7843  -0.1884
C  -2.8074  1.8251  -0.3418  -0.2387
H  0.9930  0.8140  3.9187  0.0412
H  -0.1022  1.8511  2.9964  0.0285
H  1.4928  1.4062  2.3391  0.0147
H  0.1250  -2.3760  4.5754  0.1013
H  1.8871  -3.9727  5.2210  0.1106
H  3.7778  -4.4077  3.6966  0.1116
H  3.8992  -3.2989  1.5222  0.0864
H  3.5751  -0.1381  1.3380  0.1099
H  5.0487  -1.9728  0.3880  0.0903
H  5.7028  -0.3605  0.4949  0.1254
H  4.7353  -1.6847  -2.0643  0.0698
H  6.3848  -1.3411  -1.6084  0.1208
H  5.4462  0.3411  -3.2196  0.1144
H  5.9069  1.0982  -1.7046  0.1183
H  3.0756  0.2038  -2.4180  0.0782
H  3.6306  1.8673  -2.4346  0.1118
H  2.4948  1.4431  -0.2760  0.0522
H  4.2123  1.6914  -0.0085  0.1271
H  1.0735  -3.2704  -0.5601  0.0782
H  3.1200  -4.2797  -0.1576  0.0978
H  4.0052  -3.3021  -1.3097  0.0937
H  1.7504  -5.2398  -1.9764  0.1134
H  3.4463  -5.6058  -2.1661  0.1131
H  1.9197  -4.6419  -4.2063  0.1103
H  3.6394  -4.3492  -4.1273  0.1110
H  2.0699  -2.2975  -4.5163  0.1172
H  3.3645  -2.1152  -3.3679  0.0864
H  0.4901  -2.8371  -2.6921  0.1066
H  1.1892  -1.2526  -2.4863  0.0069
H  -1.4179  -0.2698  4.8344  0.1064
H  -3.7345  -0.5415  5.6078  0.1114
H  -5.5225  -1.0982  3.9931  0.1143
H  -5.0063  -1.3209  1.6087  0.0963
H  -2.9783  -2.0632  -1.8273  0.1147
H  -0.7606  -2.8557  -1.0602  0.0420
H  -1.8241  -4.0950  -1.7082  0.1299
H  -1.3291  -3.5916  1.2668  0.1071
H  -0.6538  -4.9106  0.3254  0.1127
H  -2.6982  -5.6789  1.5420  0.1144
H  -2.9642  -5.7257  -0.1929  0.1186
H  -3.8222  -3.5192  1.7180  0.0927
H  -4.9058  -4.6600  0.9550  0.1182
H  -4.9634  -2.4767  -0.2344  0.0858
H  -4.4349  -3.7843  -1.2586  0.1247
H  -2.8824  0.2795  -1.8099  0.0858
H  -5.2223  -0.5502  -1.2303  0.0971
H  -5.0247  1.0329  -1.9259  0.1227
H  -5.5955  0.5367  1.0235  0.0821
H  -6.6920  1.1657  -0.1847  0.1166
H  -5.6834  2.9800  1.2048  0.1134
H  -5.2202  3.1545  -0.4801  0.1179
H  -3.5223  1.8444  1.6971  0.1080
H  -3.2377  3.4354  1.0117  0.1126
H  -1.7718  1.6740  -0.0204  0.0323
H  -2.7932  2.5069  -1.1992  0.1214
Br  0.1579  1.2512  -2.5586  0.8581
C  0.4037  2.8494  -1.5371  -0.7096
C  0.5122  4.0567  -2.2044  -0.0875
C  0.6844  5.1858  -1.4204  -0.0408
C  0.7376  5.0481  -0.0405  -0.0379
C  0.6195  3.7830  0.5056  -0.1121
N  0.4535  2.6842  -0.2366  0.0089
H  0.4651  4.1056  -3.2821  0.1083
H  0.7749  6.1592  -1.8827  0.1190
H  0.8692  5.9058  0.6035  0.1134
H  0.6596  3.6307  1.5767  0.1018

=====

Entry 2:
Computed, not measured: a structure of composition C42H59N3P3SSiZn, with ωB97M-V/def2-TZVPD.

Energy relative to the best compared isomer or geometry (same formula, charge and spin): 20.02 kJ/mol
Net charge: -1
Frontier orbital gap: 6.85 eV
HOMO level: -4.264 eV
LUMO energy: 2.59 eV

Last column: Löwdin charge in e.
CARTESIAN COORDINATES (ANGSTROEM)
Zn  1.4378  -0.5712  -0.3100  0.0945
C  -3.4381  -0.7841  -4.0674  -0.1491
C  -3.4124  -1.7406  -2.8711  -0.5430
C  -3.6830  -3.1630  -3.3615  -0.1276
P  -1.8735  -1.3716  -1.8583  1.0961
C  -0.6298  -2.7181  -2.1862  -0.5640
C  -0.9569  -4.1643  -1.8301  -0.1112
C  -0.0798  -2.5857  -3.6072  -0.1167
C  -2.4282  -1.7371  -0.1385  -0.3587
C  -3.4320  -2.6692  0.1226  -0.1034
C  -3.9314  -2.8596  1.4011  -0.0911
C  -3.4118  -2.1163  2.4462  -0.0975
C  -2.3984  -1.2007  2.2035  -0.1146
C  -1.8876  -0.9761  0.9231  -0.2893
Si  -0.5103  0.3294  0.6143  0.6100
C  -1.5289  1.7725  -0.1374  -0.2849
C  -2.8654  1.8889  0.2630  -0.1099
C  -3.7231  2.8356  -0.2759  -0.0914
C  -3.2615  3.6834  -1.2698  -0.0938
C  -1.9473  3.5767  -1.6975  -0.1060
C  -1.0642  2.6546  -1.1334  -0.3712
P  0.6851  2.5103  -1.6843  1.0586
C  1.2365  4.1982  -2.2783  -0.5519
C  0.6016  4.9449  -3.4563  -0.1227
C  1.3318  5.1358  -1.0729  -0.1294
C  0.5529  1.4811  -3.2314  -0.5650
C  -0.6881  1.6430  -4.1010  -0.1163
C  1.8408  1.5948  -4.0455  -0.1347
C  0.0774  0.8860  2.3587  -0.2810
C  -0.8115  1.5152  3.2380  -0.1070
C  -0.4739  1.7971  4.5525  -0.0885
C  0.7870  1.4529  5.0253  -0.0980
C  1.7071  0.8900  4.1572  -0.1166
C  1.3758  0.6247  2.8270  -0.3784
P  2.7133  0.2742  1.6155  1.0143
C  3.5443  1.9538  1.5932  -0.5152
C  2.5597  3.1063  1.7802  -0.1206
C  4.2861  2.1252  0.2637  -0.1243
C  3.9883  -0.7157  2.5483  -0.5404
C  5.0212  -1.2624  1.5589  -0.1220
C  3.4629  -1.8499  3.4344  -0.1441
H  -4.3426  -0.9389  -4.6637  0.0697
H  -2.5761  -0.9474  -4.7191  0.0634
H  -3.4113  0.2564  -3.7439  0.0536
H  -4.2256  -1.4462  -2.1982  0.0961
H  -2.9305  -3.4740  -4.0877  0.0627
H  -4.6543  -3.1977  -3.8653  0.0726
H  -3.6922  -3.9041  -2.5653  0.0490
H  0.1713  -2.4298  -1.4997  -0.0032
H  -1.6014  -4.6374  -2.5733  0.0552
H  -1.4161  -4.2456  -0.8461  0.0501
H  -0.0256  -4.7332  -1.7805  0.0788
H  -0.8242  -2.8707  -4.3563  0.0575
H  0.7884  -3.2358  -3.7337  0.0811
H  0.2450  -1.5650  -3.8212  0.0510
H  -3.8416  -3.2601  -0.6855  0.0809
H  -4.7119  -3.5908  1.5765  0.0966
H  -3.7824  -2.2585  3.4554  0.0990
H  -1.9819  -0.6623  3.0458  0.0775
H  -3.2583  1.1952  0.9985  0.0907
H  -4.7507  2.8932  0.0632  0.0960
H  -3.9207  4.4146  -1.7225  0.0952
H  -1.6121  4.2145  -2.5003  0.0750
H  2.2600  3.9498  -2.5846  0.0891
H  -0.3093  5.4670  -3.1634  0.0592
H  0.3736  4.2996  -4.3015  0.0463
H  1.2994  5.7124  -3.8057  0.0750
H  0.3433  5.3137  -0.6411  0.0758
H  1.7417  6.1035  -1.3763  0.0738
H  1.9684  4.7257  -0.2923  0.0353
H  0.5150  0.4680  -2.8153  0.0293
H  -0.7133  2.6036  -4.6191  0.0595
H  -1.5985  1.5476  -3.5126  0.0406
H  -0.7017  0.8597  -4.8652  0.0730
H  1.9052  2.5623  -4.5506  0.0623
H  1.8661  0.8168  -4.8119  0.0773
H  2.7271  1.4573  -3.4257  0.0484
H  -1.8035  1.7798  2.8860  0.0951
H  -1.1922  2.2763  5.2075  0.0966
H  1.0616  1.6514  6.0547  0.0974
H  2.7110  0.6881  4.5133  0.1041
H  4.2631  1.9710  2.4203  0.0995
H  1.7012  2.9974  1.1149  0.0454
H  3.0551  4.0511  1.5379  0.0710
H  2.1837  3.1691  2.8009  0.0699
H  3.5698  2.1196  -0.5616  0.0452
H  5.0057  1.3303  0.0710  0.0532
H  4.8207  3.0794  0.2481  0.0736
H  4.4856  0.0203  3.1900  0.0852
H  4.5350  -1.9171  0.8337  0.0551
H  5.7703  -1.8493  2.0972  0.0766
H  5.5418  -0.4764  1.0115  0.0542
H  3.3866  -2.7705  2.8599  0.0397
H  2.4730  -1.6586  3.8426  0.0321
H  4.1636  -2.0098  4.2601  0.0760
C  -0.5828  -2.2580  5.2389  -0.0245
C  -0.4476  -3.0926  3.9972  -0.3566
C  -1.1636  -4.2725  3.8228  -0.0512
C  -0.9810  -4.9183  2.6157  -0.1535
N  -0.1753  -4.4758  1.6590  0.0616
C  0.4793  -3.3289  1.9060  -0.7618
S  1.6239  -2.7441  0.7353  0.6145
N  0.3640  -2.6315  3.0593  0.1019
H  -0.5559  -2.8737  6.1395  0.0748
H  -1.5391  -1.7271  5.2278  0.0742
H  0.2157  -1.5181  5.2701  0.0639
H  -1.8358  -4.6542  4.5799  0.1001
H  -1.5081  -5.8448  2.4009  0.1014
N  3.5211  -1.0695  -2.6078  -0.0226
C  2.7583  -0.8957  -1.7569  -0.3801

=====

Entry 3:
Computed, not measured: a structure of composition C42H60BCdFN7O4, with ωB97M-V/def2-TZVPD.

Energy relative to the best compared isomer or geometry (same formula, charge and spin): 0.00 kJ/mol
Net charge: -1
Frontier orbital gap: 7.31 eV
HOMO level: -5.003 eV
LUMO energy: 2.30 eV

Last column: Löwdin charge in e.
CARTESIAN COORDINATES (ANGSTROEM)
Cd  0.2410  0.0129  -0.5857  1.4291
C  -1.7565  -2.8683  -4.1317  -0.0729
C  -0.9574  -2.7686  -2.8338  -0.3706
C  -0.1146  -4.0187  -2.5897  -0.0585
C  -1.8656  -2.4771  -1.6731  -0.2883
C  -2.9976  -3.1693  -1.2146  0.0302
C  -3.4419  -2.4460  -0.1241  -0.2127
C  -4.6281  -2.7526  0.7439  -0.3689
C  -5.9280  -2.6285  -0.0548  -0.0624
C  -4.5070  -4.1536  1.3464  -0.0688
N  -2.6122  -1.3892  0.0432  0.0539
N  -1.6548  -1.4197  -0.9145  0.0447
B  -2.7169  -0.1422  0.9730  -0.4824
N  -1.5566  -0.0577  2.0114  0.0525
N  -0.3120  0.2977  1.6170  0.0463
C  0.4394  0.4475  2.6889  -0.2742
C  -0.3158  0.1437  3.8332  0.0358
C  -1.5745  -0.1795  3.3584  -0.2120
C  -2.7561  -0.6834  4.1333  -0.3686
C  -2.7435  -0.1702  5.5692  -0.0750
C  -2.7728  -2.2126  4.0984  -0.0471
C  1.8654  0.9093  2.5619  -0.3647
C  2.8499  -0.2580  2.5306  -0.0595
C  2.2080  1.9030  3.6708  -0.0731
N  -2.7507  1.1449  0.0944  0.0563
N  -1.7566  1.3860  -0.8109  0.0571
C  -2.0858  2.4647  -1.4952  -0.2656
C  -3.3218  2.9518  -1.0435  0.0265
C  -3.7083  2.0960  -0.0338  -0.2111
C  -4.9509  2.2453  0.8027  -0.3557
C  -4.6480  2.4577  2.2859  -0.0519
C  -5.9964  1.1525  0.5755  -0.0615
C  -1.1709  3.0113  -2.5560  -0.3650
C  -0.8463  1.9499  -3.6060  -0.0640
C  -1.7570  4.2584  -3.2067  -0.0838
H  -1.0924  -3.0379  -4.9813  0.0712
H  -2.4651  -3.6995  -4.0897  0.0721
H  -2.3242  -1.9550  -4.3130  0.0765
H  -0.2715  -1.9180  -2.9082  0.1199
H  -0.7516  -4.8791  -2.3667  0.0776
H  0.4792  -4.2577  -3.4749  0.0736
H  0.5612  -3.8524  -1.7537  0.0582
H  -3.4323  -4.0694  -1.6152  0.1081
H  -4.6578  -2.0260  1.5569  0.1042
H  -5.9590  -3.3779  -0.8484  0.0773
H  -6.7963  -2.7815  0.5903  0.0771
H  -6.0128  -1.6476  -0.5208  0.0673
H  -4.5649  -4.9093  0.5604  0.0750
H  -3.5553  -4.2882  1.8590  0.0707
H  -5.3150  -4.3421  2.0561  0.0763
H  -3.7336  -0.2242  1.5895  0.0889
H  0.0050  0.1657  4.8600  0.1024
H  -3.6688  -0.3304  3.6512  0.1043
H  -1.8960  -0.5808  6.1214  0.0739
H  -2.6717  0.9167  5.6045  0.0813
H  -3.6540  -0.4743  6.0889  0.0742
H  -1.8787  -2.6090  4.5837  0.0883
H  -3.6517  -2.6112  4.6114  0.0803
H  -2.7773  -2.5745  3.0716  0.0584
H  1.9268  1.4386  1.6050  0.1064
H  2.7697  -0.8565  3.4427  0.0799
H  2.6646  -0.8967  1.6679  0.0516
H  3.8740  0.1199  2.4647  0.0714
H  2.1890  1.4168  4.6507  0.0701
H  3.2110  2.3084  3.5219  0.0715
H  1.5027  2.7337  3.6886  0.0817
H  -3.8532  3.8279  -1.3725  0.1004
H  -5.3922  3.1793  0.4355  0.1281
H  -4.2626  1.5506  2.7457  0.0500
H  -3.9019  3.2405  2.4220  0.0881
H  -5.5551  2.7480  2.8215  0.0752
H  -5.6570  0.1906  0.9519  0.0474
H  -6.9262  1.4058  1.0902  0.0757
H  -6.2137  1.0403  -0.4876  0.0828
H  -0.2442  3.2938  -2.0500  0.1116
H  -1.7572  1.6086  -4.1066  0.0798
H  -0.1669  2.3534  -4.3600  0.0769
H  -0.3622  1.0784  -3.1660  0.0394
H  -2.7037  4.0388  -3.7089  0.0766
H  -1.9364  5.0414  -2.4697  0.0762
H  -1.0646  4.6520  -3.9522  0.0731
C  6.8603  3.6900  -2.3578  -0.0461
C  6.9398  2.4994  -1.4095  -0.3178
C  8.0571  1.5638  -1.8508  -0.1576
C  8.0164  0.2413  -1.1080  -0.1340
C  6.6903  -0.4173  -1.3490  -0.1551
C  6.5347  -1.7817  -1.4158  0.0393
C  5.2636  -2.3368  -1.5592  -0.2510
F  5.1725  -3.6896  -1.5737  0.0461
C  4.1357  -1.5742  -1.6536  0.0801
C  4.2902  -0.1796  -1.6296  -0.0384
C  3.0837  0.6594  -1.6790  -0.3158
O  2.0145  0.1785  -2.0771  -0.0619
C  3.2515  2.0103  -1.2277  -0.0330
C  4.5122  2.5034  -1.1611  0.0174
N  5.6480  1.7851  -1.3578  0.0152
C  5.5506  0.3991  -1.4686  -0.0830
C  2.0765  2.9003  -0.8594  -0.6612
O  2.2192  4.1191  -1.0055  -0.0055
O  1.0789  2.2872  -0.3898  -0.1183
H  7.8423  4.1595  -2.4332  0.0813
H  6.1526  4.4477  -2.0307  0.0729
H  6.5620  3.3500  -3.3509  0.0948
H  7.1620  2.8579  -0.3969  0.1522
H  9.0054  2.0811  -1.6915  0.1188
H  7.9642  1.3811  -2.9261  0.1292
H  8.1479  0.4235  -0.0352  0.1276
H  8.8293  -0.4158  -1.4204  0.1157
H  7.3914  -2.4370  -1.3178  0.1233
H  3.1335  -1.9920  -1.6645  0.1133
H  4.6293  3.5568  -0.9436  0.1325
C  0.8567  -2.6998  0.7146  -0.3462
O  1.3556  -1.8399  -0.2492  -0.4706
H  1.5127  -3.5792  0.8539  0.0618
H  -0.1477  -3.1005  0.4780  0.0462
H  0.7517  -2.2380  1.7147  0.0433